A 5-piece molecular cluster, CH12O5 overall in a non-equilibrium geometry, computed with wB97M-V/def2-TZVPD.

Properties
Highest occupied orbital energy (spin up / spin down), eV: -16.098 / -15.550
Charge: +1
LUMO level (spin up / spin down), Ha: -0.128 / -0.412
2S+1: 2
Orbital gap (spin up / spin down), eV: 12.607 / 4.340

```
18
CH12O5, DFT wB97M-V/def2-TZVPD
C -1.869 1.392 0.218
O -0.752 1.263 -0.667
H -1.674 2.139 0.997
H -2.063 0.444 0.685
H -2.777 1.690 -0.376
H -0.661 1.996 -1.268
H 2.044 -0.381 -0.834
H 2.742 -1.434 -1.684
O 1.906 -0.993 -1.604
H -0.231 -1.312 0.980
H 0.236 -1.715 2.400
O 0.021 -0.956 1.867
H 1.207 1.248 0.282
H 1.347 0.067 1.208
O 1.850 0.601 0.609
H 0.276 -1.640 -1.091
H -0.997 -0.773 -1.035
O -0.604 -1.634 -0.687
```

---

C42H43F3N2O3P3S4TeTi as an isolated structure in a non-equilibrium geometry, computed with wB97M-V/def2-TZVPD.

Properties
Highest occupied orbital energy, eV: -9.663
Charge: +1
LUMO level, Ha: -0.140
Orbital gap, eV: 5.841

```
102
C42H43F3N2O3P3S4TeTi, DFT wB97M-V/def2-TZVPD
Ti 0.479 1.254 0.723
S 1.956 1.921 2.526
S -1.530 1.788 1.912
S -0.849 3.404 2.972
S 0.745 2.624 4.018
C -0.694 -2.352 -0.170
N -1.546 -2.468 0.970
C -1.229 -1.740 2.177
P 0.347 -0.746 2.284
C 1.692 -1.948 2.044
C 2.856 -1.478 1.440
C 3.956 -2.309 1.317
C 3.889 -3.616 1.778
C 2.720 -4.097 2.350
C 1.621 -3.268 2.490
C 0.320 -0.573 4.104
C 1.410 -0.941 4.891
C 1.349 -0.794 6.267
C 0.221 -0.260 6.868
C -0.863 0.114 6.089
C -0.814 -0.037 4.716
C -2.198 -3.703 1.173
C -3.328 -3.760 1.989
C -4.007 -4.951 2.158
C -3.573 -6.107 1.532
C -2.430 -6.065 0.755
C -1.744 -4.878 0.580
P -0.494 -0.620 -0.843
C 0.405 -1.173 -2.339
C 1.789 -1.029 -2.426
C 2.468 -1.471 -3.549
C 1.775 -2.077 -4.585
C 0.411 -2.292 -4.469
C -0.271 -1.854 -3.350
C -2.187 -0.130 -1.355
C -3.095 0.049 -0.310
C -4.358 0.563 -0.539
C -4.737 0.911 -1.825
C -3.848 0.734 -2.873
C -2.576 0.234 -2.643
H -1.124 -2.934 -0.995
H 0.342 -2.713 -0.003
H -1.194 -2.430 3.036
H -2.019 -1.002 2.396
H 2.899 -0.445 1.098
H 4.868 -1.932 0.876
H 4.753 -4.258 1.690
H 2.669 -5.119 2.701
H 0.723 -3.642 2.960
H 2.305 -1.340 4.436
H 2.191 -1.095 6.873
H 0.185 -0.131 7.938
H -1.752 0.529 6.540
H -1.657 0.288 4.120
H -3.688 -2.871 2.482
H -4.887 -4.975 2.783
H -4.112 -7.032 1.658
H -2.058 -6.964 0.287
H -0.837 -4.877 -0.004
H 2.340 -0.559 -1.622
H 3.538 -1.346 -3.615
H 2.300 -2.393 -5.472
H -0.125 -2.803 -5.253
H -1.333 -2.035 -3.268
H -2.800 -0.206 0.695
H -5.036 0.713 0.287
H -5.719 1.314 -2.015
H -4.139 1.010 -3.875
H -1.895 0.135 -3.476
C 3.833 2.215 -4.083
C 4.161 2.513 -2.633
O 2.946 2.766 -1.926
P 2.793 2.441 -0.354
O 1.952 1.147 -0.303
Te 4.794 2.426 0.839
O 1.637 3.520 0.015
C 2.018 4.895 0.194
C 1.003 5.578 1.090
H 4.758 2.043 -4.625
H 3.314 3.058 -4.529
H 3.202 1.333 -4.173
H 4.796 3.400 -2.556
H 4.687 1.668 -2.175
H 2.050 5.362 -0.797
H 3.019 4.934 0.649
H 0.010 5.561 0.642
H 1.299 6.607 1.268
H 0.952 5.078 2.056
F -3.567 4.681 -4.255
C -2.504 3.925 -4.521
F -2.941 2.861 -5.218
F -1.707 4.617 -5.342
C -1.780 3.474 -3.273
C -0.638 2.693 -3.406
C -0.060 2.176 -2.259
N -0.534 2.410 -1.033
C -1.577 3.229 -0.914
C -2.243 3.778 -2.001
H -0.229 2.475 -4.381
H 0.817 1.545 -2.338
H -1.922 3.444 0.093
H -3.111 4.402 -1.851
```

---

A 5-piece molecular cluster, C5H19O5 overall in a non-equilibrium geometry, computed with wB97M-V/def2-TZVPD.

Properties
Highest occupied orbital energy, eV: -2.030
Charge: -1
LUMO level, Ha: 0.126
Orbital gap, eV: 5.450

```
29
C5H19O5, DFT wB97M-V/def2-TZVPD
C 0.417 0.731 1.034
O 1.318 1.784 0.956
H -0.497 1.015 0.513
H 0.856 -0.162 0.586
H 0.147 0.445 2.050
C -1.200 -1.697 3.050
O -0.819 -1.674 1.719
H -0.318 -1.695 3.691
H -1.778 -0.824 3.356
H -1.917 -2.491 3.257
H -0.654 -0.756 1.492
C -2.126 2.164 -1.076
O -0.954 2.543 -0.413
H -2.267 2.812 -1.941
H -2.141 1.097 -1.297
H -3.029 2.198 -0.467
H -0.208 2.223 -0.925
C -0.180 -0.062 -1.762
O 0.997 0.602 -1.256
H -0.934 -0.204 -0.988
H -0.586 0.477 -2.618
H 0.303 -0.988 -2.073
H 0.774 1.534 -1.306
C 2.364 -1.608 -0.628
O 3.010 -0.667 -1.435
H 1.988 -1.258 0.334
H 1.481 -2.054 -1.087
H 3.004 -2.470 -0.440
H 2.949 -1.015 -2.327
```

---

One molecule with the formula C10H11NO2S in a non-equilibrium geometry, computed with wB97M-V/def2-TZVPD.

Properties
Highest occupied orbital energy (spin up / spin down), eV: -7.162 / -7.160
LUMO level (spin up / spin down), Ha: -0.023 / -0.023
Orbital gap (spin up / spin down), eV: 6.538 / 6.531

```
25
C10H11NO2S, DFT wB97M-V/def2-TZVPD
C -2.056 0.865 0.495
C 0.311 0.939 0.978
C 0.205 -2.039 -0.102
C -0.689 0.187 0.464
C -0.736 -1.194 0.149
C -3.108 0.005 0.355
C -4.524 0.457 0.248
C 1.730 0.550 1.172
C 2.356 -0.206 0.018
C 2.237 0.103 -1.402
N -5.443 -0.531 -0.014
O -4.931 1.601 0.213
O 3.372 -1.010 0.377
S -2.588 -1.677 0.147
H -2.263 1.947 0.696
H -0.008 1.919 1.116
H 0.174 -3.084 -0.169
H 2.351 1.610 1.257
H 1.859 -0.013 2.195
H 2.587 1.043 -1.591
H 1.200 0.150 -1.633
H 2.732 -0.585 -2.088
H -5.313 -1.437 0.256
H -6.363 -0.291 -0.436
H 4.141 -1.083 -0.222
```

---

One molecule with the formula C2H4N4OS in a non-equilibrium geometry, computed with wB97M-V/def2-TZVPD.

Properties
Highest occupied orbital energy, eV: -7.917
SMILES: [H]/N=c1\sn(O)nc1N
LUMO level, Ha: 0.010
Orbital gap, eV: 8.192

```
12
C2H4N4OS, DFT wB97M-V/def2-TZVPD
H 0.483 0.463 -2.867
N 0.822 0.601 -1.897
C 0.047 0.273 -0.980
S -1.440 -0.613 -1.012
N -1.396 -0.724 0.835
O -1.814 -1.998 1.175
N -0.210 -0.382 1.240
C 0.493 0.393 0.452
N 1.581 1.118 0.769
H -2.625 -2.136 0.650
H 2.167 1.362 -0.011
H 1.894 1.643 1.647
```

---

One molecule with the formula C18H17F3N4O3S in a non-equilibrium geometry, computed with wB97M-V/def2-TZVPD.

Properties
Highest occupied orbital energy, eV: -7.714
SMILES: COc1cc2nn(C3CCOCC3)cc2cc1NC(=O)c1nc(C(F)(F)F)cs1
LUMO level, Ha: -0.015
Orbital gap, eV: 7.304

```
46
C18H17F3N4O3S, DFT wB97M-V/def2-TZVPD
C -3.389 1.650 0.127
O -2.675 0.506 0.602
C -1.450 0.221 0.027
C -0.854 1.042 -0.949
C 0.410 0.812 -1.394
N 1.065 1.615 -2.184
N 2.264 0.988 -2.381
C 3.488 1.631 -2.855
C 3.208 2.900 -3.699
C 2.769 4.125 -2.865
O 3.642 4.357 -1.785
C 3.673 3.259 -0.889
C 4.336 2.048 -1.612
C 2.301 -0.218 -1.713
C 1.121 -0.304 -1.023
C 0.518 -1.168 -0.094
C -0.741 -0.922 0.495
N -1.347 -1.742 1.426
C -0.865 -2.785 2.214
O 0.275 -3.198 2.090
C -1.821 -3.524 3.095
N -3.115 -3.305 3.046
C -3.815 -4.241 3.782
C -5.350 -4.237 3.927
F -5.793 -5.295 4.673
F -5.775 -3.087 4.539
F -5.954 -4.351 2.710
C -3.005 -5.146 4.410
S -1.314 -4.904 4.036
H -2.823 2.552 0.221
H -3.653 1.525 -0.948
H -4.334 1.797 0.648
H -1.337 1.942 -1.327
H 4.038 0.928 -3.516
H 2.495 2.679 -4.506
H 4.175 3.146 -4.176
H 1.754 3.982 -2.449
H 2.694 5.032 -3.477
H 2.671 3.009 -0.565
H 4.194 3.532 0.024
H 5.320 2.393 -1.939
H 4.469 1.188 -0.933
H 3.155 -0.912 -1.675
H 1.092 -2.054 0.205
H -2.305 -1.496 1.659
H -3.412 -5.971 4.998
```

---

One molecule with the formula C4H9N in a non-equilibrium geometry, computed with wB97M-V/def2-TZVPD.

Properties
Highest occupied orbital energy, eV: -8.733
SMILES: C=CCNC
LUMO level, Ha: 0.045
Orbital gap, eV: 9.949

```
14
C4H9N, DFT wB97M-V/def2-TZVPD
C 0.955 -1.696 -1.718
C 0.846 -0.491 -1.191
C 0.133 -0.275 0.133
N -0.257 1.109 0.331
C -1.199 1.263 1.457
H 1.468 -1.891 -2.650
H 0.524 -2.554 -1.212
H 1.280 0.383 -1.663
H 0.842 -0.618 0.904
H -0.787 -0.856 0.134
H 0.552 1.709 0.424
H -2.166 0.994 1.038
H -1.287 2.310 1.731
H -0.904 0.613 2.281
```

---

C26H33BF6MgN12PS as an isolated structure in a non-equilibrium geometry, computed with wB97M-V/def2-TZVPD.

Properties
Highest occupied orbital energy (spin up / spin down), eV: -10.890 / -10.890
Charge: +1
LUMO level (spin up / spin down), Ha: -0.224 / -0.249
Orbital gap (spin up / spin down), eV: 4.802 / 4.108

```
81
C26H33BF6MgN12PS, DFT wB97M-V/def2-TZVPD
Mg 0.107 0.379 -0.138
C -2.169 -0.945 -3.001
C -2.652 -0.458 -1.695
C -3.958 -0.062 -1.357
C -3.882 0.333 -0.044
N -2.621 0.134 0.373
N -1.866 -0.322 -0.628
B -2.043 0.233 1.779
N -1.105 -0.970 1.950
C -1.294 -2.027 2.758
C -0.333 -2.965 2.470
C 0.422 -2.397 1.437
C 1.590 -3.019 0.765
N -0.068 -1.200 1.138
N -1.287 1.548 1.938
C -1.579 2.616 2.696
C -0.540 3.511 2.584
C 0.374 2.905 1.713
C 1.716 3.421 1.342
N -0.113 1.731 1.328
N -3.100 0.174 2.870
C -2.838 0.214 4.203
C -4.030 0.135 4.873
C -5.010 0.056 3.861
C -6.480 -0.023 4.006
N -4.413 0.075 2.680
H -2.981 -0.954 -3.722
H -1.368 -0.304 -3.365
H -1.772 -1.964 -2.890
H -4.815 -0.037 -1.995
H -4.639 0.699 0.620
H -2.095 -2.065 3.466
H -0.207 -3.929 2.921
H 1.614 -4.080 0.999
H 1.521 -2.903 -0.314
H 2.525 -2.576 1.105
H -2.490 2.680 3.255
H -0.445 4.467 3.053
H 1.792 4.461 1.644
H 2.495 2.853 1.851
H 1.892 3.353 0.273
H -1.836 0.297 4.573
H -4.192 0.128 5.930
H -6.760 -0.074 5.053
H -6.949 0.852 3.557
H -6.861 -0.901 3.488
C 2.579 -1.274 -6.160
C 1.289 -0.752 -5.533
N 0.664 -1.752 -4.691
C 0.923 -1.911 -3.391
S 0.214 -3.195 -2.513
N 1.712 -1.015 -2.833
N 2.127 -0.835 -1.677
C 3.293 -0.689 -1.183
C 4.512 -1.065 -1.974
C 3.442 -0.211 0.180
C 4.708 -0.101 0.761
C 4.812 0.270 2.088
C 3.649 0.484 2.808
C 2.435 0.361 2.146
N 2.329 0.053 0.868
H 3.035 -0.493 -6.761
H 2.382 -2.131 -6.799
H 3.281 -1.577 -5.385
H 0.572 -0.476 -6.306
H 1.501 0.123 -4.923
H 0.090 -2.448 -5.144
H 4.230 -1.434 -2.956
H 5.091 -1.834 -1.462
H 5.135 -0.182 -2.101
H 5.594 -0.313 0.191
H 5.779 0.367 2.552
H 3.678 0.735 3.854
H 1.510 0.504 2.684
F 1.117 1.551 -1.191
P 0.292 2.601 -2.293
F -0.482 3.487 -3.341
F -1.054 1.786 -1.869
F 0.015 3.592 -1.072
F 1.711 3.256 -2.585
F 0.578 1.441 -3.395
```

---

A 4-piece molecular cluster, C5H17NO3S2 overall in a non-equilibrium geometry, computed with wB97M-V/def2-TZVPD.

Properties
Highest occupied orbital energy, eV: -0.489
Charge: -2
LUMO level, Ha: 0.204
Orbital gap, eV: 6.038

```
28
C5H17NO3S2, DFT wB97M-V/def2-TZVPD
C -1.740 -1.823 -0.063
C -1.767 -1.455 1.420
S -3.428 -1.769 2.181
C -0.373 -1.906 -0.732
N 0.358 -0.642 -0.801
C 1.642 -0.535 -0.064
C 2.761 0.151 -0.882
S 3.619 1.550 -0.011
H -2.285 -2.768 -0.204
H -2.356 -1.073 -0.571
H -1.125 -2.109 2.005
H -1.435 -0.414 1.537
H -0.540 -2.250 -1.766
H 0.242 -2.706 -0.339
H -0.258 0.112 -0.560
H 1.969 -1.550 0.133
H 1.480 0.001 0.875
H 3.520 -0.584 -1.148
H 2.348 0.555 -1.807
H -0.468 -0.187 -2.262
H -1.995 -0.408 -2.336
O -1.210 -0.257 -2.891
H 1.896 3.328 1.401
H 1.454 2.967 0.050
O 1.312 3.660 0.709
H -1.168 2.110 0.460
H -0.272 2.287 -0.757
O -1.166 2.041 -0.503
```

---

A 2-piece molecular cluster, H7N3Si overall in a non-equilibrium geometry, computed with wB97M-V/def2-TZVPD.

Properties
Highest occupied orbital energy, eV: -8.871
LUMO level, Ha: 0.029
Orbital gap, eV: 9.665

```
11
H7N3Si, DFT wB97M-V/def2-TZVPD
N 1.403 -0.879 0.260
N 0.050 1.419 -0.793
N -1.306 -0.940 -0.035
Si -0.037 0.104 0.329
H 1.234 -1.676 0.856
H 2.313 -0.384 0.462
H 0.172 1.232 -1.765
H -0.631 2.216 -0.598
H -1.303 -1.972 0.005
H -2.077 -0.648 -0.498
H 0.183 1.527 1.777
```

---

A 2-piece molecular cluster, C4H7N3 overall in a non-equilibrium geometry, computed with wB97M-V/def2-TZVPD.

Properties
Highest occupied orbital energy, eV: -10.804
SMILES: [H]/N=C(C#N)/N=C/C.[H][H]
LUMO level, Ha: -0.012
Orbital gap, eV: 10.473

```
14
C4H7N3, DFT wB97M-V/def2-TZVPD
H 2.785 -1.167 1.254
N 1.790 -0.941 1.265
C 1.492 -0.192 0.284
C 2.507 0.254 -0.675
N 3.386 0.544 -1.368
N 0.212 0.325 0.040
C -0.790 -0.395 0.359
C -2.190 0.071 0.123
H -0.649 -1.385 0.811
H -2.203 0.948 -0.528
H -2.669 0.330 1.075
H -2.786 -0.730 -0.328
H -0.609 1.056 -2.592
H -0.284 1.310 -1.972
```

---

C7H17ClO3PSi as an isolated structure in a non-equilibrium geometry, computed with wB97M-V/def2-TZVPD.

Properties
Highest occupied orbital energy, eV: -4.116
Charge: -1
LUMO level, Ha: 0.112
Orbital gap, eV: 7.174

```
30
C7H17ClO3PSi, DFT wB97M-V/def2-TZVPD
C 3.792 1.038 -0.459
C 3.610 -0.528 -0.922
O 4.062 -0.945 -2.125
O 2.908 -1.573 -0.106
C 1.528 -1.069 -0.023
C 0.407 -2.176 0.427
P -1.380 -1.689 -0.059
O -1.542 -1.974 -1.805
Si -1.788 0.450 0.225
C -1.917 0.838 2.142
C -3.503 0.798 -0.665
C -0.520 1.643 -0.595
H 3.956 1.688 -1.446
H 4.690 1.136 0.285
H 2.843 1.491 0.082
H 1.529 -0.224 0.808
H 1.146 -0.590 -1.042
H 0.429 -2.305 1.604
H 0.620 -3.228 -0.067
H -2.362 -2.569 -1.884
H -2.953 0.365 2.486
H -1.014 0.257 2.656
H -1.883 2.000 2.326
H -3.924 1.872 -0.429
H -4.239 -0.031 -0.244
H -3.412 0.575 -1.828
H -0.868 2.750 -0.314
H -0.560 1.561 -1.765
H 0.582 1.548 -0.213
Cl -0.239 -1.109 2.951
```